[1]
{"formula": "C5H6O2", "method": "ωB97M-V/def2-TZVPD", "symbols": ["C", "O", "C", "C", "O", "C", "C", "H", "H", "H", "H", "H", "H"], "xyz": [[0.907, 0.932, 1.292], [0.328, 1.339, -1.378], [-0.458, 0.415, -1.551], [-0.188, -0.977, -1.018], [1.070, -0.879, -0.329], [0.363, -0.250, 0.717], [-0.923, -0.671, 0.252], [0.268, 1.594, 1.864], [1.976, 0.985, 1.484], [-1.471, 0.590, -1.956], [-0.363, -1.870, -1.611], [0.427, -0.793, 1.722], [-1.937, -0.413, 0.511]], "mulliken_charge": [-1.244, -0.469, -0.088, 0.050, -0.415, 0.725, -0.641, 0.334, 0.293, 0.351, 0.410, 0.295, 0.399]}


[2]
{"formula": "C32H59N7O5S5", "method": "ωB97M-V/def2-TZVPD", "symbols": ["C", "S", "O", "C", "H", "H", "H", "H", "H", "H", "C", "S", "O", "C", "H", "H", "H", "H", "H", "H", "C", "S", "O", "C", "H", "H", "H", "H", "H", "H", "C", "S", "O", "C", "H", "H", "H", "H", "H", "H", "C", "S", "O", "C", "H", "H", "H", "H", "H", "H", "C", "C", "N", "H", "H", "H", "C", "C", "N", "H", "H", "H", "C", "C", "N", "H", "H", "H", "N", "C", "C", "C", "C", "H", "H", "H", "H", "H", "N", "C", "C", "C", "C", "H", "H", "H", "H", "H", "N", "C", "C", "C", "C", "H", "H", "H", "H", "H", "N", "C", "C", "C", "C", "H", "H", "H", "H", "H"], "xyz": [[0.223, -1.593, 2.435], [-0.752, -2.244, 3.896], [-2.126, -2.022, 3.263], [-0.404, -4.034, 3.623], [1.222, -2.028, 2.468], [0.264, -0.504, 2.460], [-0.311, -1.861, 1.523], [-0.699, -4.312, 2.611], [-1.017, -4.612, 4.314], [0.648, -4.269, 3.788], [-3.033, 0.083, 1.029], [-3.312, 1.582, -0.048], [-2.347, 1.673, -1.239], [-4.981, 1.333, -0.675], [-2.942, -0.725, 0.303], [-3.796, -0.101, 1.785], [-2.078, 0.135, 1.553], [-4.978, 0.587, -1.471], [-5.267, 2.244, -1.201], [-5.680, 1.187, 0.148], [1.955, -0.319, 3.599], [3.367, 0.031, 2.449], [2.770, 0.854, 1.329], [4.394, 1.030, 3.625], [1.544, -1.311, 3.411], [1.223, 0.472, 3.435], [2.313, -0.304, 4.628], [4.547, 0.397, 4.499], [3.815, 1.921, 3.869], [5.377, 1.249, 3.208], [-0.467, 3.067, -4.194], [-0.849, 2.014, -2.758], [-1.154, 0.620, -3.273], [0.865, 1.955, -2.064], [-1.209, 3.139, -4.989], [0.463, 2.711, -4.637], [-0.400, 4.106, -3.869], [0.799, 1.355, -1.157], [1.214, 2.949, -1.785], [1.609, 1.597, -2.776], [-2.127, -4.065, -2.483], [-1.399, -2.740, -3.507], [-2.251, -2.799, -4.818], [-2.151, -1.371, -2.480], [-3.216, -4.091, -2.518], [-1.950, -3.839, -1.431], [-1.671, -5.054, -2.519], [-1.682, -0.430, -2.763], [-1.943, -1.401, -1.411], [-3.222, -1.474, -2.656], [2.651, 0.399, -0.756], [3.973, 0.225, -1.365], [4.992, 0.159, -1.898], [2.422, 1.459, -0.868], [2.719, 0.250, 0.322], [1.844, -0.166, -1.222], [1.901, -4.051, 1.276], [2.704, -2.867, 1.498], [3.362, -1.901, 1.687], [2.078, -4.828, 2.019], [1.867, -4.483, 0.276], [0.856, -3.851, 1.515], [0.649, -0.950, -2.816], [1.500, -0.392, -3.919], [2.042, 0.061, -4.816], [1.157, -1.619, -2.121], [-0.250, -1.432, -3.200], [0.400, -0.140, -2.130], [-1.610, 3.230, -0.327], [-1.207, 3.065, 0.931], [-0.782, 4.274, 1.286], [-0.900, 5.238, 0.262], [-1.403, 4.542, -0.791], [-2.013, 2.513, -0.915], [-1.289, 2.063, 1.326], [-0.463, 4.529, 2.286], [-0.593, 6.259, 0.431], [-1.664, 4.835, -1.797], [-1.998, -3.010, 1.513], [-2.814, -4.026, 2.012], [-3.409, -4.685, 0.965], [-3.173, -3.857, -0.150], [-2.239, -2.876, 0.227], [-1.481, -2.412, 2.142], [-2.714, -4.221, 3.069], [-3.981, -5.596, 1.072], [-3.496, -4.084, -1.155], [-1.771, -2.042, -0.275], [4.019, 4.350, -0.476], [2.991, 5.147, -0.736], [1.822, 4.479, -0.612], [2.044, 3.156, -0.149], [3.454, 3.118, -0.162], [4.989, 4.597, -0.607], [3.250, 6.178, -0.929], [0.858, 4.923, -0.813], [1.264, 2.440, 0.060], [4.084, 2.271, 0.064], [1.268, -0.002, 1.065], [0.347, 0.925, 0.655], [-0.513, 0.397, -0.303], [-0.130, -0.903, -0.484], [0.966, -1.111, 0.325], [2.007, 0.105, 1.745], [0.295, 1.961, 0.954], [-1.214, 1.017, -0.842], [-0.525, -1.506, -1.288], [1.656, -1.937, 0.412]], "mulliken_charge": [0.497, -0.105, -0.624, -1.053, 0.434, -0.205, 0.882, 0.426, 0.400, 0.409, -0.098, 0.473, -1.021, -1.143, -0.035, 0.882, -0.239, 0.275, 0.481, 0.406, -1.373, 0.471, 0.024, -1.244, 0.039, 0.381, 0.543, 0.481, 0.365, 0.382, -1.239, 1.116, -0.699, -1.365, 0.456, 0.405, 0.313, -1.063, 1.100, 0.984, -0.462, 0.390, -0.777, -0.913, 0.521, -0.142, 0.451, -1.090, 0.042, 1.073, 0.624, -0.573, -0.835, -0.509, 0.183, 1.874, -0.521, 0.725, -0.511, 0.328, 0.355, -0.305, 0.356, -0.485, -0.710, 1.121, 0.032, -1.872, -0.171, -0.277, -0.661, -0.689, -1.068, 1.669, 0.875, 0.391, 0.346, 0.476, 0.824, -0.295, -1.419, -0.795, 0.342, -0.626, 0.537, 0.437, 0.391, 0.210, 0.091, -1.553, -0.808, 2.412, -2.079, 0.241, 0.443, 0.504, -0.441, 0.468, 0.027, -0.262, 2.241, 0.689, -1.460, 0.510, 0.219, -1.383, 0.870, -0.714]}


[3]
{"formula": "C4H6Br3N2", "method": "ωB97M-V/def2-TZVPD", "symbols": ["C", "C", "C", "C", "N", "N", "Br", "Br", "Br", "H", "H", "H", "H", "H", "H"], "xyz": [[-1.543, -1.519, 1.676], [-2.090, -0.624, 0.899], [-1.145, 0.245, 0.168], [0.958, 0.678, -0.679], [0.057, -0.119, -0.092], [2.321, 0.044, -1.016], [-3.971, -0.341, 0.430], [-1.802, 1.968, -0.474], [1.688, 2.316, 0.529], [-2.191, -2.022, 2.334], [-0.502, -1.600, 1.632], [0.478, 1.369, -1.945], [2.721, -0.409, -0.239], [2.093, -0.681, -1.663], [2.928, 0.693, -1.559]], "mulliken_charge": [-0.557, 0.208, 0.475, -0.441, -0.445, -0.223, -0.070, -0.023, -0.065, 0.304, 0.342, 0.393, 0.347, 0.372, 0.384], "total_charge": 1}


[4]
{"formula": "C34H30Cl3F3KN5O2S3Si", "method": "ωB97M-V/def2-TZVPD", "symbols": ["K", "Cl", "C", "C", "C", "Cl", "C", "O", "C", "Cl", "C", "H", "H", "N", "C", "N", "C", "C", "S", "C", "C", "S", "C", "N", "N", "H", "H", "H", "H", "H", "H", "F", "C", "F", "F", "C", "C", "C", "C", "N", "C", "S", "H", "H", "H", "C", "C", "C", "C", "Si", "O", "C", "C", "C", "C", "C", "C", "C", "C", "C", "C", "C", "C", "H", "H", "H", "H", "H", "H", "H", "H", "H", "H", "H", "H", "H", "H", "H", "H", "H", "H", "H"], "xyz": [[1.068, 1.126, -0.093], [7.132, 5.921, -2.245], [5.537, 5.250, -1.963], [5.365, 4.254, -1.013], [4.109, 3.730, -0.796], [3.931, 2.504, 0.424], [2.930, 4.142, -1.503], [1.779, 3.655, -1.305], [3.208, 5.179, -2.448], [1.855, 5.830, -3.348], [4.457, 5.721, -2.684], [6.205, 3.886, -0.440], [4.578, 6.505, -3.419], [3.310, -1.959, 1.164], [3.057, -2.116, -0.171], [2.665, -1.155, -0.939], [2.507, -1.582, -2.238], [2.818, -2.883, -2.467], [3.301, -3.637, -0.988], [1.991, -0.637, -3.242], [1.744, -0.930, -4.544], [1.128, 0.473, -5.347], [1.243, 1.351, -3.840], [1.712, 0.652, -2.854], [0.815, 2.634, -3.715], [2.892, -1.115, 1.555], [3.167, -2.772, 1.740], [2.739, -3.443, -3.383], [1.877, -1.863, -5.063], [0.862, 3.217, -4.532], [1.103, 3.094, -2.834], [0.863, 2.384, 7.082], [1.236, 1.677, 5.970], [0.788, 0.424, 6.189], [2.576, 1.631, 6.020], [0.687, 2.302, 4.724], [-0.109, 3.425, 4.848], [-0.636, 4.028, 3.718], [-0.337, 3.444, 2.499], [0.414, 2.366, 2.348], [0.963, 1.758, 3.432], [1.921, 0.353, 3.202], [-0.311, 3.832, 5.829], [-1.262, 4.907, 3.775], [-0.727, 3.880, 1.582], [-0.194, -3.670, 0.910], [-1.300, -3.562, -0.145], [-2.407, -4.561, 0.190], [-0.712, -3.888, -1.520], [-1.845, -1.715, -0.181], [-0.642, -0.770, -0.517], [-3.225, -1.561, -1.498], [-4.469, -2.199, -1.517], [-5.371, -2.013, -2.559], [-5.047, -1.178, -3.619], [-3.817, -0.533, -3.626], [-2.924, -0.725, -2.579], [-2.575, -1.352, 1.542], [-1.696, -0.744, 2.448], [-2.075, -0.455, 3.752], [-3.359, -0.765, 4.184], [-4.253, -1.362, 3.304], [-3.860, -1.650, 2.001], [0.273, -4.666, 0.876], [-0.583, -3.513, 1.919], [0.579, -2.917, 0.734], [-1.995, -5.577, 0.277], [-3.173, -4.588, -0.590], [-2.894, -4.320, 1.140], [-0.275, -4.898, -1.528], [0.070, -3.171, -1.782], [-1.479, -3.847, -2.301], [-4.752, -2.864, -0.708], [-6.329, -2.523, -2.542], [-5.748, -1.030, -4.434], [-3.550, 0.121, -4.449], [-1.959, -0.227, -2.578], [-0.694, -0.486, 2.123], [-1.363, 0.013, 4.423], [-3.663, -0.538, 5.200], [-5.260, -1.600, 3.630], [-4.584, -2.104, 1.331]], "mulliken_charge": [1.060, -0.290, 0.528, -0.801, 0.580, -0.150, -0.415, -0.843, 0.609, -0.283, -0.775, 0.416, 0.403, -0.404, 0.233, -0.193, -0.117, -0.221, -0.289, -0.244, -0.429, -0.343, 0.506, -0.027, -0.411, 0.118, 0.302, 0.380, 0.399, 0.297, 0.127, -0.351, 0.750, -0.228, -0.244, -0.343, -0.306, -0.853, -0.320, 0.163, 0.119, -0.493, 0.451, 0.373, 0.407, -1.820, 2.553, -1.950, -1.702, -1.909, 0.619, 0.619, -0.179, -0.863, -0.389, -0.599, -0.352, 0.495, -0.005, -0.263, -0.601, -0.716, 0.026, 0.494, 0.389, 0.207, 0.506, 0.302, 0.382, 0.449, 0.156, 0.363, 0.172, 0.359, 0.341, 0.403, 0.462, 0.042, 0.359, 0.357, 0.386, 0.061], "total_charge": -2}


Number 1: electronic energy -9370.8111 eV. Number 2: electronic energy -108939.8958 eV. Number 3: electronic energy -217342.6867 eV. Number 4: electronic energy -149727.4762 eV.